86
Properties=species:S:1:pos:R:3:forces:R:3 method="wB97M-V/def2-TZVPD" lumo_ev="-1.55 / -1.55" orbital_gap_ev="6.0923 / 6.0913"
Fe 0.008 -0.090 -0.249 0.16 0.12 -0.47
C -1.815 -2.752 2.290 0.00 -0.04 0.05
Si -1.656 -0.970 2.889 -0.02 0.06 -0.01
C -1.369 -1.026 4.765 -0.01 0.01 -0.01
C -3.431 -0.322 2.848 -0.01 -0.04 -0.04
C -0.356 0.043 1.996 -0.02 -0.16 -0.09
Si -0.748 1.844 2.093 -0.05 0.02 0.10
C -2.400 2.563 1.498 -0.01 -0.02 0.05
C -0.559 2.637 3.795 0.01 0.04 -0.01
C 1.820 2.955 1.112 0.03 0.05 0.04
Si 1.274 -0.460 2.652 0.02 -0.06 0.14
C 1.495 -2.271 3.186 0.06 0.02 0.05
C 2.055 0.463 4.104 0.02 0.01 0.01
C 2.581 -0.329 1.266 -0.02 0.04 -0.10
C 3.956 -0.343 1.490 0.01 -0.01 0.01
C 4.841 -0.267 0.430 0.02 0.00 0.01
C 4.327 -0.186 -0.854 -0.04 -0.01 0.00
C 2.954 -0.184 -1.017 0.03 -0.02 0.01
N 2.097 -0.249 0.008 -0.15 0.03 0.02
H -2.753 -3.168 2.669 0.01 0.00 0.01
H -1.010 -3.402 2.636 -0.05 0.02 -0.02
H -1.854 -2.801 1.202 -0.03 0.00 -0.02
H -2.178 -1.596 5.231 0.00 0.00 0.00
H -1.402 -0.014 5.181 -0.01 -0.01 -0.01
H -0.430 -1.477 5.082 0.03 0.00 0.00
H -4.017 -1.024 3.449 -0.01 -0.01 -0.03
H -3.872 -0.290 1.851 0.00 0.03 0.01
H -3.543 0.659 3.310 0.02 -0.02 0.03
H -3.306 2.103 1.884 0.01 0.00 0.00
H -2.480 2.577 0.409 0.02 0.00 -0.01
H -2.394 3.604 1.839 0.00 -0.01 -0.02
H -1.395 2.294 4.413 0.02 0.02 0.02
H -0.633 3.727 3.739 0.00 -0.01 -0.03
H 0.361 2.381 4.317 -0.04 0.03 -0.02
H 2.380 3.239 0.216 -0.02 0.02 0.00
H 2.301 2.084 1.549 0.00 -0.05 -0.03
H 1.905 3.775 1.828 -0.01 -0.01 0.01
H 1.183 -2.420 4.220 0.00 0.01 0.01
H 2.566 -2.495 3.143 -0.01 -0.02 -0.01
H 0.970 -3.009 2.585 0.03 0.03 0.01
H 1.371 0.448 4.956 0.01 -0.01 0.01
H 2.290 1.506 3.885 0.01 -0.03 -0.01
H 2.978 -0.032 4.421 -0.01 -0.01 -0.01
H 4.325 -0.405 2.507 0.00 0.00 0.00
H 5.911 -0.270 0.598 0.00 0.00 0.00
H 4.970 -0.127 -1.721 0.00 0.00 0.00
H 2.514 -0.130 -2.003 0.02 0.01 0.01
N -0.219 1.519 -3.946 0.03 0.00 -0.03
C -0.068 0.278 -4.530 0.01 -0.01 -0.01
C -0.142 -0.134 -5.856 0.00 0.02 0.02
C 0.157 -1.456 -6.111 0.01 -0.01 -0.02
C 0.541 -2.329 -5.082 0.00 -0.01 0.00
C 0.603 -1.915 -3.768 -0.03 0.03 0.00
C 0.256 -0.594 -3.483 0.03 0.01 0.03
N 0.240 0.115 -2.287 -0.04 0.03 0.07
C -0.032 1.356 -2.608 -0.03 -0.02 -0.01
C 0.003 2.390 -1.569 0.19 0.16 -0.05
C -0.065 3.786 -2.032 -0.13 -0.13 0.10
S 0.274 5.191 -1.317 0.07 -0.04 -0.04
C 0.338 2.738 0.804 0.03 -0.08 -0.03
N 0.173 1.900 -0.384 -0.19 -0.37 0.06
H -0.554 2.343 -4.409 0.00 0.01 0.02
H -0.410 0.551 -6.650 0.00 0.00 0.00
H 0.112 -1.824 -7.128 0.00 0.00 0.00
H 0.794 -3.352 -5.329 0.00 0.00 0.01
H 0.916 -2.588 -2.985 0.00 -0.03 0.04
H -0.409 3.839 -3.064 -0.03 0.07 -0.01
H -0.102 3.715 0.624 -0.01 0.06 -0.06
Cl -2.843 0.622 -1.937 0.08 0.03 0.06
C -2.003 -0.059 -0.403 -0.09 -0.03 -0.10
H -2.430 -1.061 -0.348 0.02 -0.08 0.00
H -2.517 0.510 0.358 0.05 0.04 0.03
S 0.657 -4.761 0.047 0.02 0.00 -0.01
C 0.868 -3.054 0.021 -0.03 -0.03 -0.04
N -0.016 -2.360 -0.615 0.00 0.24 0.29
C -0.959 -3.211 -1.205 0.03 0.07 -0.10
C -1.985 -2.831 -2.077 0.00 -0.01 0.05
C -2.811 -3.808 -2.587 0.00 0.00 0.00
C -2.632 -5.159 -2.262 -0.01 -0.01 -0.01
C -1.599 -5.556 -1.442 0.01 -0.01 0.01
C -0.760 -4.568 -0.928 0.00 0.02 -0.01
H 1.704 -2.607 0.534 -0.01 -0.02 0.01
H -2.113 -1.796 -2.359 -0.02 0.02 0.05
H -3.611 -3.526 -3.259 0.00 0.01 0.00
H -3.302 -5.902 -2.674 0.00 0.00 0.00
H -1.439 -6.600 -1.210 0.01 0.01 0.01

---

82
Properties=species:S:1:pos:R:3:forces:R:3 method="wB97M-V/def2-TZVPD" de_lowest_ev=0.802 lumo_ev=4.11 orbital_gap_ev=5.1970 total_charge=-2
Pd -0.067 -0.239 -0.042 -0.15 -0.60 1.24
C -1.275 6.516 1.123 0.01 0.01 -0.02
C 0.013 6.077 1.834 0.02 -0.02 0.00
C -0.260 5.995 3.343 -0.03 0.02 -0.01
C 1.067 7.161 1.594 0.01 -0.01 0.02
C 0.467 4.706 1.330 0.00 0.02 0.04
C -0.463 3.660 1.266 0.03 -0.02 0.04
C -0.081 2.382 0.885 -0.02 0.04 0.07
N -0.889 1.267 0.811 0.03 0.26 -0.41
C -2.185 1.025 1.226 0.03 0.08 0.01
C -2.952 1.802 2.087 -0.01 -0.01 -0.06
C -4.255 1.429 2.435 0.01 -0.03 0.05
C -4.765 0.253 1.914 -0.05 0.02 0.01
C -4.016 -0.588 1.074 0.08 0.01 -0.01
C -2.706 -0.219 0.746 -0.07 0.04 -0.06
O -1.919 -0.988 0.001 -0.06 -0.14 0.08
C -4.588 -1.904 0.540 0.00 0.01 0.01
C -6.041 -2.125 0.971 0.01 -0.02 -0.01
C -4.561 -1.901 -0.996 0.00 0.00 0.00
C -3.759 -3.084 1.069 -0.01 -0.01 0.00
C -5.037 2.315 3.406 -0.01 0.00 -0.02
C -5.079 3.760 2.887 -0.01 0.00 0.01
C -6.481 1.844 3.591 0.01 -0.01 0.01
C -4.352 2.300 4.780 -0.01 0.02 0.01
C 1.276 2.125 0.471 -0.02 0.04 -0.12
O 1.565 0.917 0.004 0.08 0.01 0.03
C 2.210 3.165 0.546 -0.02 -0.04 0.04
C 1.775 4.430 0.992 -0.01 0.04 -0.03
C 3.704 3.038 0.198 -0.02 -0.02 -0.01
C 4.127 1.692 -0.401 0.00 0.00 0.00
C 4.091 4.120 -0.825 0.01 0.01 0.00
C 4.527 3.249 1.479 0.01 0.01 -0.01
H -1.562 7.522 1.444 -0.01 0.00 0.01
H -2.108 5.847 1.343 0.00 -0.01 -0.01
H -1.132 6.523 0.040 0.00 0.01 0.00
H -0.610 6.958 3.732 0.00 0.00 0.00
H 0.649 5.711 3.877 0.00 0.00 0.00
H -1.020 5.241 3.555 0.00 0.00 0.00
H 0.667 8.137 1.886 0.00 0.00 0.01
H 1.352 7.207 0.541 -0.01 0.01 -0.01
H 1.968 6.981 2.183 0.01 -0.01 -0.01
H -1.499 3.852 1.497 0.00 0.00 -0.02
H -2.518 2.685 2.529 0.00 0.00 0.00
H -5.771 -0.044 2.173 -0.01 0.01 -0.01
H -6.693 -1.318 0.628 0.00 0.00 -0.01
H -6.134 -2.205 2.057 0.00 0.01 0.00
H -6.404 -3.060 0.534 0.00 -0.01 0.00
H -5.192 -1.096 -1.383 0.00 0.00 0.00
H -4.942 -2.852 -1.383 0.00 0.00 0.00
H -3.546 -1.753 -1.358 0.00 0.00 0.00
H -3.847 -3.146 2.157 0.01 0.01 0.00
H -2.709 -2.963 0.812 0.01 0.00 -0.02
H -4.124 -4.025 0.642 -0.01 0.00 0.00
H -5.523 3.794 1.890 -0.01 0.00 0.00
H -4.079 4.188 2.820 0.01 0.00 -0.01
H -5.672 4.393 3.556 0.01 0.00 0.01
H -7.014 1.817 2.638 0.00 0.01 0.00
H -7.010 2.531 4.259 0.00 0.00 0.01
H -6.522 0.847 4.032 0.00 -0.01 -0.01
H -3.323 2.653 4.706 0.01 0.00 0.00
H -4.326 1.284 5.179 0.00 0.00 0.00
H -4.887 2.941 5.490 0.00 0.00 0.00
H 2.512 5.220 1.058 0.00 0.00 0.00
H 3.590 1.476 -1.323 -0.01 -0.01 0.00
H 3.938 0.866 0.279 -0.01 -0.01 0.00
H 5.201 1.735 -0.621 0.00 0.00 0.01
H 3.486 4.017 -1.728 0.00 0.00 0.00
H 5.144 4.012 -1.102 0.01 0.00 0.00
H 3.947 5.130 -0.437 -0.01 0.00 -0.01
H 4.275 2.485 2.216 0.00 0.00 0.00
H 4.331 4.226 1.925 0.00 0.00 0.00
H 5.598 3.178 1.261 0.01 0.00 0.00
N 1.030 -1.875 -2.282 -0.29 -0.12 -0.47
C 1.465 -2.538 -1.179 0.13 0.32 0.10
O 0.859 -2.254 -0.119 0.27 -0.09 0.08
C 2.538 -3.466 -1.308 -0.14 -0.05 0.20
C 3.106 -3.728 -2.569 0.05 -0.07 0.01
N 3.580 -3.937 -3.606 -0.04 0.04 -0.04
C 3.057 -4.141 -0.180 0.03 0.03 0.01
N 3.510 -4.710 0.719 -0.01 -0.03 0.00
H 0.263 -1.268 -2.005 0.22 0.30 -0.72
H 1.641 -1.637 -3.043 -0.04 -0.03 -0.03